Density functional theory data (the ωB97M-V functional and the def2-TZVPD basis) for one molecule with the formula C7H8N4O2 at a distorted geometry.

Properties
Molar mass ... 180.167 g mol⁻¹
Maximum force ... 3.3 eV/Å
LUMO (spin up / spin down) ... -0.50 / -0.75 eV
ΔE to the lowest compared entry with this formula, charge and spin ... 567.78 kJ/mol
HOMO-LUMO gap (spin up / spin down) ... 0.281 / 0.242 hartree
Calculated total energy ... -17438.644 eV
Highest occupied orbital energy (spin up / spin down) ... -8.14 / -7.35 eV

ORCA input file:
```
! wB97M-V def2-TZVPD RIJCOSX def2/J DEFGRID3
* xyz 0 1
C 2.63370 -0.89174 -0.00055
C 2.84487 0.53347 -0.12708
C 1.42458 -1.40881 0.38658
C 1.75349 1.34787 -0.15174
C 0.29031 -0.61498 0.31883
C 0.48328 0.77918 0.06179
C -2.10639 -0.31299 0.16067
N -1.74513 1.00415 0.70258
N -0.89945 -1.19442 0.52512
N -0.54503 1.59039 0.27911
N -2.16932 -0.33602 -1.27368
O -1.09646 -2.46509 0.49948
O -0.60171 2.81230 0.30158
H 3.40459 -1.55078 0.05336
H 3.87006 0.87555 -0.24415
H 1.10492 -2.45629 0.58207
H 1.82295 2.43195 -0.12236
H -3.05040 -0.67802 0.63901
H -2.41965 1.70054 0.69607
H -2.06737 -1.23510 -1.56781
H -2.93184 0.06884 -1.71888
*
```

Density functional theory data (the ωB97M-V functional and the def2-TZVPD basis) for one molecule with the formula C7H8N4OS at a distorted geometry.

Properties
SMILES string ... NC(=S)N/N=C\c1ncccc1O
Molar mass ... 196.235 g mol⁻¹
Maximum force ... 4.4 eV/Å
LUMO ... 0.40 eV
ΔE to the lowest compared entry with this formula, charge and spin ... 179.58 kJ/mol
HOMO-LUMO gap ... 0.319 hartree
Calculated total energy ... -26229.781 eV
Highest occupied orbital energy ... -8.27 eV

ORCA input file:
```
! wB97M-V def2-TZVPD RIJCOSX def2/J DEFGRID3
* xyz 0 1
N 3.35034 -1.04472 0.26899
C 2.37976 -0.03416 0.46472
S 1.49560 0.15667 1.84241
N 2.29654 0.83220 -0.60181
N 1.41190 1.93510 -0.66400
C 0.17123 1.86457 -0.55244
C -0.81883 0.82472 -0.14238
N -1.79592 1.43155 0.50347
C -2.91332 0.73591 0.82921
C -3.07475 -0.60120 0.56179
C -2.04475 -1.23130 -0.17689
C -0.86361 -0.51833 -0.50110
O 0.14018 -1.00056 -1.30011
H 3.68806 -1.64044 1.08346
H 3.44757 -1.37931 -0.61754
H 3.18258 1.12925 -1.08506
H -0.27336 2.84924 -0.54534
H -3.65514 1.10062 1.44768
H -3.98958 -1.21556 0.94253
H -2.26249 -2.23061 -0.43825
H 0.12800 -1.96365 -1.31933
*
```

Density functional theory data (the ωB97M-V functional and the def2-TZVPD basis) for a 2-piece molecular cluster, C7H8NO3 overall at a distorted geometry.

Properties
Molar mass ... 154.145 g mol⁻¹
Maximum force ... 10.0 eV/Å
LUMO (spin up / spin down) ... 3.67 / 1.12 eV
ΔE to the lowest compared entry with this formula, charge and spin ... 94.17 kJ/mol
Expectation value of S² ... 2.016
HOMO-LUMO gap (spin up / spin down) ... 0.209 / 0.230 hartree
Calculated total energy ... -15017.909 eV
Highest occupied orbital energy (spin up / spin down) ... -2.03 / -5.14 eV

ORCA input file:
```
! wB97M-V def2-TZVPD RIJCOSX def2/J DEFGRID3
* xyz -1 3
C 1.23729 1.17153 2.09363
C -1.62265 -1.53128 -0.72264
C -1.56934 -0.19186 -0.57996
C 0.77098 -1.24551 1.81205
C -0.35616 1.92190 -0.77689
C -0.36090 0.60074 -0.81070
C 0.83954 -0.05093 -1.51064
N 0.63968 0.33717 1.47792
O 1.66232 -1.69513 1.15946
O 1.73820 2.13314 2.50031
O 0.12189 -1.66937 2.73427
H -2.62164 -1.93481 -0.43725
H -0.83652 -2.36348 -0.68426
H -2.46797 0.47291 -0.35300
H -1.14739 2.32130 -0.05539
H 0.52967 2.53426 -0.83037
H 1.41638 -0.82672 -0.85351
H 1.57128 0.66723 -1.78051
H 0.45536 -0.65109 -2.38253
*
```

Density functional theory data (the ωB97M-V functional and the def2-TZVPD basis) for an isolated ion of composition C7H8NO5S and charge -1 at a distorted geometry.

Properties
SMILES string ... CN1C=C/C(=C\C(=O)O)[C@@H]1S(=O)(=O)[O-]
Molar mass ... 218.210 g mol⁻¹
Maximum force ... 6.1 eV/Å
LUMO (spin up / spin down) ... 3.25 / 3.25 eV
ΔE to the lowest compared entry with this formula, charge and spin ... 232.23 kJ/mol
HOMO-LUMO gap (spin up / spin down) ... 0.267 / 0.267 hartree
Calculated total energy ... -29950.690 eV
Highest occupied orbital energy (spin up / spin down) ... -4.01 / -4.01 eV

ORCA input file:
```
! wB97M-V def2-TZVPD RIJCOSX def2/J DEFGRID3
* xyz -1 1
C -0.32628 -1.61735 1.71610
N 0.00940 -0.52101 0.79687
C -0.65409 0.70517 0.75845
C -0.15013 1.51001 -0.21766
C 0.87598 0.88955 -1.05737
C 1.42678 1.62775 -2.17049
C 0.62081 2.60404 -2.92395
O 1.07822 3.46828 -3.66867
O -0.69514 2.36913 -2.88523
C 0.80513 -0.64530 -0.32925
S -0.46777 -1.34830 -1.74432
O -1.17441 -2.36131 -0.99076
O -1.28295 -0.20128 -2.13789
O 0.41664 -1.89681 -2.78509
H -0.72180 -2.31549 1.10674
H 0.53324 -1.99903 2.08746
H -1.00002 -1.06991 2.42705
H -1.45978 1.13180 1.37218
H -0.46281 2.54944 -0.43873
H 2.21754 1.23340 -2.62005
H -1.09578 1.42446 -2.56080
H 1.68747 -1.18297 -0.31155
*
```